Here is one molecule with the formula C12H14ClNO3 from the Open Molecules 2025 dataset. Energies are from wB97M-V/def2-TZVPD.

Cartesian coordinates (Å):
O1 1.5097 0.8644 -4.8240
C1 1.2230 0.1467 -3.9053
O2 1.8070 0.2440 -2.7215
C2 0.1531 -0.9415 -4.0293
C3 -1.0701 -0.6695 -3.1427
C4 -0.8613 -1.1141 -1.7046
O3 0.2462 -1.2964 -1.2199
N1 -1.9929 -1.2940 -1.0054
C5 -2.0190 -1.6731 0.3911
C6 -2.5064 -0.5280 1.3041
C7 -1.4289 -0.0191 2.2241
C8 -1.6065 -0.0294 3.6008
C9 -0.6123 0.4406 4.4421
C10 0.5742 0.9258 3.9234
C11 0.7514 0.9331 2.5485
Cl1 2.2265 1.5344 1.8784
C12 -0.2377 0.4675 1.6997
H1 1.4208 -0.3923 -2.0659
H2 -0.1538 -0.9778 -5.0746
H3 0.5973 -1.9024 -3.7580
H4 -1.2932 0.4017 -3.1408
H5 -1.9396 -1.1883 -3.5520
H6 -2.8796 -1.1024 -1.4456
H7 -2.6684 -2.5459 0.4987
H8 -0.9996 -1.9603 0.6559
H9 -3.3555 -0.8656 1.8988
H10 -2.8520 0.2977 0.6761
H11 -2.5281 -0.4064 4.0195
H12 -0.7618 0.4274 5.5111
H13 1.3537 1.2929 4.5715
H14 -0.0692 0.4762 0.6345

Results
E_HOMO in eV: -9.22
Structure (SMILES): O=C(O)CCC(=O)NCCc1cccc(Cl)c1
Energy relative to the best compared isomer or geometry (same formula, charge and spin) in kcal/mol: 0.0
E in hartree: -1206.392510

=====

Here is one molecule with the formula C4H9NO2 from the Open Molecules 2025 dataset. Energies are from wB97M-V/def2-TZVPD.

Cartesian coordinates (Å):
C1 1.6713 -1.1410 -1.1432
C2 0.8998 0.0954 -0.5057
O1 1.5449 0.4514 0.7782
C3 -0.5173 -0.3103 -0.1188
N1 -0.6596 -1.2070 1.0226
C4 -1.1873 1.0892 0.1535
O2 -2.3529 1.3642 -0.0958
H1 2.7468 -0.6852 -1.2584
H2 1.2673 -1.1982 -2.1921
H3 1.5804 -2.0973 -0.6474
H4 0.9419 0.8700 -1.2691
H5 2.4171 0.8701 0.5835
H6 -1.1040 -0.5137 -1.0193
H7 0.0928 -1.8263 1.0248
H8 -1.5931 -1.6880 1.0908
H9 -0.4667 1.7933 0.7543

Results
E_HOMO in eV: -8.95
Structure (SMILES): C[C@H](O)[C@@H](N)C=O
Energy relative to the best compared isomer or geometry (same formula, charge and spin) in kcal/mol: 60.6
E in hartree: -362.988887

=====

Here is C42H45F3N6O8PSSc as an isolated structure from the Open Molecules 2025 dataset. Energies are from wB97M-V/def2-TZVPD.

Cartesian coordinates (Å):
Sc1 -0.6648 0.4512 -0.5307
C1 4.6293 1.7583 -1.3133
N1 3.5814 2.5451 -0.6987
C2 2.9326 3.6247 -1.2935
C3 1.9144 3.9680 -0.4987
N2 1.9198 3.0771 0.5697
C4 2.9819 2.2121 0.4826
S1 3.5512 1.1519 1.6499
C5 0.8884 3.0097 1.5494
C6 0.6773 4.1025 2.3651
C7 -0.2876 4.0025 3.3559
C8 -0.9839 2.8200 3.4833
C9 -0.7248 1.8028 2.5806
N3 0.1869 1.8867 1.6110
H1 5.3517 2.4181 -1.7930
H2 4.2065 1.0705 -2.0472
H3 5.1135 1.1811 -0.5312
H4 3.2300 4.0225 -2.2503
H5 1.1154 4.6744 -0.6523
H6 1.2807 4.9925 2.2370
H7 -0.4800 4.8384 4.0186
H8 -1.7483 2.6775 4.2348
H9 -1.2966 0.8899 2.6191
C10 -0.9916 -4.1734 1.0231
O1 -2.0795 -3.4237 0.5010
H10 -0.9528 -4.1400 2.1172
H11 -0.0289 -3.8172 0.6475
H12 -1.1299 -5.2101 0.7130
H13 -1.8964 -2.4935 0.6995
C11 -2.0466 1.5234 -6.0755
C12 -2.3265 2.1317 -4.8302
C13 -2.1769 1.4243 -3.6702
C14 -1.7321 0.0730 -3.6594
C15 -1.5222 -0.6324 -2.4197
C16 -1.2677 -1.9797 -2.5627
C17 -1.1090 -2.6302 -3.8072
C18 -1.1907 -1.9250 -4.9719
C19 -1.5251 -0.5492 -4.9269
C20 -1.6683 0.2108 -6.1177
H14 -2.1389 2.0972 -6.9913
H15 -2.6328 3.1719 -4.7981
H16 -2.4072 1.8865 -2.7179
H17 -1.1549 -2.5916 -1.6708
H18 -0.8730 -3.6908 -3.8297
H19 -1.0098 -2.3972 -5.9331
H20 -1.4755 -0.2765 -7.0699
C21 -6.5072 -0.1377 1.6901
C22 -5.1000 -0.0939 1.1183
C23 -5.1188 -0.5519 -0.3415
C24 -4.1671 -0.9596 1.9528
O2 -4.7089 1.3022 1.2559
P1 -3.5089 2.0429 0.5028
O3 -3.2136 3.2863 1.2314
O4 -2.3930 1.0356 0.2469
O5 -4.1199 2.2963 -0.9614
C25 -4.8164 3.5001 -1.3761
C26 -5.9113 3.8746 -0.3750
C27 -3.8190 4.6450 -1.5509
C28 -5.4439 3.1328 -2.7096
H21 -6.8817 -1.1650 1.6830
H22 -7.1779 0.4927 1.0974
H23 -6.4992 0.2310 2.7193
H24 -5.4578 -1.5894 -0.3864
H25 -4.1260 -0.5001 -0.7905
H26 -5.7931 0.0735 -0.9344
H27 -4.4584 -2.0110 1.8836
H28 -4.1868 -0.6494 2.9988
H29 -3.1407 -0.8640 1.5970
H30 -5.4796 4.0233 0.6180
H31 -6.6591 3.0773 -0.3126
H32 -6.4005 4.7994 -0.6929
H33 -3.4108 4.9332 -0.5805
H34 -4.3161 5.5045 -2.0118
H35 -2.9827 4.3312 -2.1846
H36 -6.1357 2.2956 -2.5790
H37 -4.6761 2.8304 -3.4218
H38 -5.9920 3.9889 -3.1126
F1 5.7786 -5.4712 -4.7668
C29 4.4685 -5.7129 -4.5285
F2 4.3922 -6.8944 -3.8783
F3 3.8968 -5.9102 -5.7422
C30 3.8224 -4.6064 -3.7684
C31 4.2394 -3.2970 -3.9668
C32 3.6182 -2.2612 -3.2918
C33 2.5647 -2.5077 -2.4036
C34 2.1570 -3.8357 -2.2174
C35 2.7754 -4.8731 -2.8947
C36 1.8944 -1.4471 -1.7198
C37 1.2608 -0.5840 -1.1333
H39 5.0529 -3.0924 -4.6511
H40 3.9353 -1.2384 -3.4508
H41 1.3355 -4.0354 -1.5385
H42 2.4437 -5.8933 -2.7480
O6 -0.1753 4.1089 -2.5854
C38 0.1388 2.9299 -2.4762
O7 -0.0435 2.1794 -1.4339
H43 0.6792 2.4434 -3.2919
N4 1.4778 -1.7339 1.7244
C39 0.2474 -1.3508 2.1324
O8 -0.6134 -1.0084 1.2606
C40 -0.0415 -1.4416 3.5237
C41 -1.3084 -1.1298 4.0880
N5 -2.3161 -0.8860 4.6024
C42 0.9792 -1.8347 4.4371
N6 1.8268 -2.1596 5.1545
H44 1.7319 -1.4140 0.7970
H45 2.2162 -1.7052 2.4080

Results
E_HOMO in eV: -3.04
Energy relative to the best compared isomer or geometry (same formula, charge and spin) in kcal/mol: 1.9
E in hartree: -4358.206516
Net charge: -2

=====

Here is C33H44N7O4STi as an isolated structure from the Open Molecules 2025 dataset. Energies are from wB97M-V/def2-TZVPD.

Cartesian coordinates (Å):
Ti1 0.6307 -0.7333 1.0604
C1 1.1965 4.4877 2.7949
C2 1.0477 3.0034 2.9325
C3 2.1741 2.1773 3.0065
C4 2.0447 0.8166 3.2167
C5 0.7684 0.2393 3.3230
C6 -0.3693 1.0595 3.2379
C7 -0.2206 2.4232 3.0437
H1 2.0719 4.7509 2.2023
H2 1.3335 4.9329 3.7836
H3 0.3102 4.9461 2.3587
H4 3.1615 2.6196 2.9468
H5 2.9276 0.2058 3.3611
H6 0.6610 -0.7677 3.7154
H7 -1.3541 0.6301 3.3852
H8 -1.0947 3.0631 3.0202
C8 -2.2746 -2.0281 -1.2573
C9 -2.2936 -0.7817 -0.3769
C10 -2.8627 -1.0385 0.9971
C11 -4.1936 -0.7582 1.2570
C12 -4.7504 -1.0587 2.4943
C13 -3.9772 -1.6421 3.4810
C14 -2.6328 -1.9458 3.2720
C15 -1.8529 -2.5677 4.4069
C16 -2.2374 -4.0307 4.6505
C17 -2.1066 -1.6430 2.0109
N1 -0.7159 -1.8673 1.7382
C18 -0.0999 -3.0475 2.0022
C19 1.2740 -3.1196 1.9862
C20 2.1781 -4.1817 2.1915
C21 3.4509 -3.6582 2.0569
C22 3.3119 -2.2954 1.7597
N2 2.0202 -1.9379 1.7270
H9 -1.8846 -1.7834 -2.2462
H10 -3.2866 -2.4153 -1.3731
H11 -1.6682 -2.8259 -0.8215
H12 -2.8933 -0.0111 -0.8620
H13 -1.2770 -0.3486 -0.3458
H14 -4.8045 -0.3078 0.4845
H15 -5.7899 -0.8313 2.6883
H16 -4.4160 -1.8611 4.4467
H17 -2.0591 -1.9962 5.3137
H18 -0.7730 -2.4847 4.2490
H19 -3.2969 -4.1129 4.8889
H20 -1.6748 -4.4445 5.4858
H21 -2.0604 -4.6576 3.7734
H22 -0.7111 -3.9199 2.2129
H23 1.9103 -5.1979 2.4390
H24 4.3859 -4.1835 2.1656
H25 4.0987 -1.5787 1.5710
C23 0.8588 -2.9878 -3.8802
N3 1.5609 -1.9409 -3.1098
C24 2.7367 -1.2788 -3.7207
C25 1.2107 -1.6639 -1.9163
N4 0.9107 -1.4147 -0.8125
H26 1.5453 -3.8110 -4.0699
H27 0.5303 -2.5604 -4.8253
H28 -0.0018 -3.3434 -3.3202
H29 3.4956 -2.0332 -3.9200
H30 3.1252 -0.5180 -3.0484
H31 2.4226 -0.8001 -4.6446
C26 -0.2268 2.3720 -6.4161
C27 -0.8466 1.5093 -5.3267
S1 -0.0597 1.6773 -3.7487
O1 -0.6624 0.7431 -2.8098
O2 1.3778 1.6150 -3.8972
C28 -0.4796 3.3268 -3.1912
C29 0.4701 3.8472 -2.1050
N5 0.9509 2.8002 -1.1783
C30 0.1784 2.1138 -0.3214
N6 0.8949 1.1381 0.2537
C31 2.1735 1.2047 -0.2700
C32 2.2015 2.2125 -1.1568
N7 3.3549 2.5876 -1.9551
O3 4.1987 1.7244 -2.0510
O4 3.3882 3.6981 -2.4241
C33 -1.2555 2.4057 -0.0915
H32 -0.6955 2.1234 -7.3666
H33 0.8423 2.1888 -6.5022
H34 -0.3913 3.4352 -6.2453
H35 -0.7433 0.4411 -5.5357
H36 -1.9067 1.7112 -5.1596
H37 -1.5204 3.2961 -2.8731
H38 -0.4041 3.9930 -4.0512
H39 -0.0338 4.6140 -1.5185
H40 1.3521 4.2914 -2.5487
H41 2.9855 0.5504 0.0072
H42 -1.4039 3.4679 0.1100
H43 -1.6256 1.8389 0.7585
H44 -1.8343 2.1329 -0.9736

Results
E_HOMO in eV: -16.62
Energy relative to the best compared isomer or geometry (same formula, charge and spin) in kcal/mol: 8.8
E in hartree: -3214.828585
Net charge: +3

=====

no.,Kohn-Sham gap (hartree)
1,0.3522
2,0.3527
3,0.2583
4,0.2268